# 1
DFT (ωB97M-V/def2-TZVPD) results for C27H25Cl4N3O4W as an isolated structure at a distorted geometry.

Values from the calculation:
Relative energy (zero: lowest compared OMol25 entry of this formula, charge and spin) = 1948.3 kJ/mol
Multiplicity = 1
Maximum force = 3.480 eV Å⁻¹
HOMO = -13.450 eV
Total energy = -92948.39233 eV
Total charge = +2
HOMO-LUMO gap = 5.917 eV

Geometry (Å):
W (-0.168, -0.214, 0.014)
Cl (3.198, 5.161, 1.991)
Cl (1.401, 6.329, -0.336)
Cl (3.315, 2.145, 2.514)
Cl (0.938, 3.938, -2.749)
O (-0.506, 0.463, -1.774)
O (1.277, 0.694, 1.336)
O (-1.277, 0.970, 1.093)
O (-1.881, -0.959, -0.363)
N (0.596, -2.442, -0.519)
N (-0.444, -1.383, 1.868)
N (1.896, 0.064, -1.133)
C (-2.990, -1.121, 0.385)
C (0.347, 1.618, -1.773)
C (-5.287, -1.509, 1.904)
C (1.963, 3.921, -1.402)
C (-4.230, -1.038, -0.224)
C (1.506, -2.509, -1.716)
C (-0.664, 4.088, -1.810)
C (2.436, 4.104, 0.918)
C (2.351, 2.764, 1.225)
C (-1.086, 2.066, 0.283)
C (0.733, -1.812, 2.652)
C (1.218, -3.207, 0.627)
C (1.734, 1.018, -1.946)
C (-1.609, 4.080, -0.864)
C (3.155, -0.662, -1.038)
C (2.958, -2.097, -1.530)
C (-0.161, 2.701, -2.687)
C (-4.049, -1.614, 2.500)
C (1.356, 1.827, 0.761)
C (1.931, 4.698, -0.327)
C (-0.606, -3.235, -0.938)
C (-2.882, -1.411, 1.752)
C (-5.371, -1.226, 0.542)
C (-2.025, 2.958, -0.033)
C (-1.606, -1.609, 2.381)
C (1.813, -2.331, 1.715)
C (0.272, 1.877, -0.267)
H (2.533, -2.908, 2.296)
H (2.370, -1.500, 1.286)
H (-1.990, 5.060, -0.576)
H (1.503, -3.548, -2.054)
H (2.506, 1.372, -2.624)
H (0.396, 4.776, -3.648)
H (-6.341, -1.155, 0.069)
H (1.099, -0.976, 3.248)
H (-0.281, -4.250, -1.173)
H (1.035, -1.918, -2.503)
H (-3.967, -1.850, 3.554)
H (-1.635, -2.047, 3.379)
H (0.420, -2.609, 3.328)
H (0.441, -3.835, 1.060)
H (1.965, 3.549, -3.555)
H (-1.063, -2.787, -1.816)
H (-2.999, 2.915, 0.432)
H (-6.187, -1.657, 2.484)
H (-1.330, -3.272, -0.130)
H (-4.286, -0.825, -1.283)
H (3.409, -2.200, -2.518)
H (3.919, -0.142, -1.617)
H (1.964, -3.882, 0.209)
H (3.473, -0.627, 0.003)
H (3.494, -2.791, -0.885)



# 2
DFT (ωB97M-V/def2-TZVPD) results for C27H25CrN2O3 as an isolated structure at a distorted geometry.

Values from the calculation:
Expectation value of S² = 3.8143
Relative energy (zero: lowest compared OMol25 entry of this formula, charge and spin) = 0.0 kJ/mol
Multiplicity = 4
Maximum force = 5.003 eV Å⁻¹
HOMO (alpha / beta) = -12.345 / -13.964 eV
Total energy = -65928.73395 eV
Total charge = +2
HOMO-LUMO gap (alpha / beta) = 6.615 / 5.812 eV

Geometry (Å):
Cr (-1.461, -0.812, 2.843)
O (-2.965, 0.960, 4.843)
O (0.270, 1.686, 3.053)
O (0.261, -1.528, 5.259)
N (4.588, 0.515, 2.149)
N (5.758, 1.079, 2.554)
C (1.295, 2.734, -0.201)
C (-0.767, -1.199, 0.887)
C (4.272, -2.288, -1.835)
C (-3.042, -2.170, 2.257)
C (-0.724, -2.417, 1.594)
C (-1.845, -2.896, 2.266)
C (2.224, 4.963, -0.156)
C (-3.134, -1.004, 1.475)
C (2.583, 2.147, -0.350)
C (6.998, 0.420, 2.871)
C (3.354, -1.417, -1.267)
C (5.111, 0.197, -0.864)
C (-0.402, 0.738, 2.914)
C (3.500, 4.416, -0.335)
C (3.735, -0.131, -0.802)
C (4.511, -0.947, 2.218)
C (5.609, -1.904, -1.981)
C (3.672, 3.040, -0.525)
C (-2.513, 0.225, 4.064)
C (6.020, -0.657, -1.489)
C (-0.407, -1.363, 4.317)
C (3.454, 1.210, 2.780)
C (-2.014, -0.526, 0.801)
C (1.542, 0.026, 0.240)
C (0.469, -0.487, 0.558)
C (2.696, 0.696, -0.217)
C (1.120, 4.106, -0.103)
H (6.900, -0.655, 3.015)
H (0.110, 4.495, 0.033)
H (2.839, 0.490, 3.340)
H (-1.786, -3.822, 2.841)
H (7.732, 0.590, 2.076)
H (2.843, 1.684, 2.014)
H (3.595, -1.215, 2.757)
H (3.928, -3.268, -2.170)
H (5.706, 2.085, 2.636)
H (-4.075, -0.447, 1.433)
H (0.228, -2.948, 1.637)
H (0.424, 2.084, -0.145)
H (7.061, -0.346, -1.604)
H (-2.054, 0.409, 0.239)
H (-3.897, -2.508, 2.849)
H (7.379, 0.857, 3.805)
H (2.311, -1.721, -1.178)
H (3.865, 1.981, 3.452)
H (5.465, 1.112, -0.387)
H (5.376, -1.362, 2.742)
H (6.332, -2.607, -2.398)
H (4.460, -1.368, 1.212)
H (4.375, 5.070, -0.347)
H (4.640, 2.653, -0.811)
H (2.092, 6.029, 0.025)



# 3
DFT (ωB97M-V/def2-TZVPD) results for a 2-piece molecular cluster, C27H25N3O5 overall at a distorted geometry.

Values from the calculation:
Relative energy (zero: lowest compared OMol25 entry of this formula, charge and spin) = 771.2 kJ/mol
Multiplicity = 1
Maximum force = 2.613 eV Å⁻¹
HOMO = -6.458 eV
Total energy = -43106.53849 eV
HOMO-LUMO gap = 4.973 eV

Geometry (Å):
O (0.319, -3.042, -4.142)
O (2.151, -2.442, 1.267)
O (2.525, -4.607, 1.217)
O (2.885, 1.081, 4.336)
O (-0.193, -1.728, 0.419)
N (1.741, -3.622, 1.223)
N (-2.852, 1.135, -2.540)
N (0.574, 4.138, 0.411)
C (-2.268, -0.029, -3.032)
C (3.691, 1.594, 5.414)
C (2.673, 3.330, 3.390)
C (-2.442, -0.651, -4.270)
C (-2.303, 1.434, -1.322)
C (1.263, 3.567, 1.486)
C (-1.577, -1.682, -4.609)
C (-0.302, 0.637, -0.028)
C (1.587, 1.348, 2.382)
C (0.337, -3.894, 1.233)
C (-2.409, -4.298, 1.576)
C (-1.514, -5.387, 1.595)
C (-0.420, -1.469, -2.441)
C (-1.962, -3.018, 1.323)
C (0.100, 1.925, 0.352)
C (-0.132, 3.174, -0.256)
C (-0.544, -2.086, -3.710)
C (-0.593, -2.778, 0.977)
C (-1.287, 0.505, -1.017)
C (2.104, 4.159, 2.421)
C (2.411, 1.925, 3.389)
C (1.462, -3.365, -3.318)
C (-0.147, -5.179, 1.439)
C (0.990, 2.181, 1.476)
C (-1.291, -0.460, -2.104)
C (0.643, 5.539, 0.056)
C (-3.867, 1.895, -3.254)
H (-0.354, 5.998, 0.052)
H (-2.632, -2.166, 1.286)
H (1.093, 5.684, -0.937)
H (-1.638, -2.196, -5.560)
H (0.586, -5.985, 1.498)
H (0.345, -1.768, -1.721)
H (1.267, 6.028, 0.808)
H (1.989, -4.126, -3.897)
H (2.294, 5.229, 2.389)
H (3.907, 0.714, 6.019)
H (3.314, 3.766, 4.154)
H (1.421, 0.274, 2.348)
H (1.148, -3.770, -2.344)
H (-3.469, -4.466, 1.743)
H (0.321, -0.134, 0.390)
H (-0.719, 3.369, -1.144)
H (-4.805, 1.922, -2.687)
H (4.619, 2.035, 5.031)
H (-1.878, -6.408, 1.752)
H (-3.230, -0.340, -4.943)
H (2.100, -2.481, -3.164)
H (3.138, 2.337, 6.002)
H (-3.546, 2.930, -3.438)
H (-4.041, 1.402, -4.214)
H (-2.582, 2.319, -0.759)



# 4
DFT (ωB97M-V/def2-TZVPD) results for C27H26Br43ClF10O5S as an isolated structure at a distorted geometry.

Values from the calculation:
Multiplicity = 1
Maximum force = 7.673 eV Å⁻¹
HOMO = -9.540 eV
Total energy = -3101008.32937 eV
HOMO-LUMO gap = 9.014 eV

Geometry (Å):
Br (-1.396, -1.519, -12.804)
Br (4.094, 6.503, 1.287)
Br (-4.925, 4.887, 0.214)
Br (2.266, 4.670, 5.588)
Br (-7.283, 6.891, 0.987)
Br (-2.470, -8.894, 1.620)
Br (5.746, 7.093, -1.390)
Br (1.200, -4.804, 10.580)
Br (4.574, 3.373, 3.820)
Br (3.626, 4.645, -1.315)
Br (-0.484, -2.602, 4.406)
Br (-8.288, 5.639, 4.609)
Br (0.453, 3.908, -6.026)
Br (-5.108, -8.879, -0.172)
Br (-2.069, 3.984, -7.988)
Br (-2.431, -10.204, -1.291)
Br (-5.664, -0.048, 6.015)
Br (-5.055, 1.546, -5.082)
Br (-0.520, -6.286, -1.360)
Br (0.603, -4.650, 6.589)
Br (-8.134, 2.758, 5.970)
Br (-5.085, -3.178, 6.259)
Br (-1.407, -3.048, 10.065)
Br (2.750, 1.522, 5.653)
Br (-1.892, 1.181, -5.180)
Br (-1.410, 0.648, -10.464)
Br (3.728, -8.573, -2.744)
Br (-4.393, 7.255, 2.281)
Br (0.634, 2.558, -8.905)
Br (-10.929, 4.274, 5.761)
Br (-3.820, 0.539, -12.547)
Br (2.269, -9.446, -0.047)
Br (7.672, 2.216, -1.187)
Br (-2.259, 1.878, 4.915)
Br (-1.470, -5.404, 12.215)
Br (-0.505, -3.315, -2.518)
Br (1.900, -1.753, 6.382)
Br (-5.064, 3.390, 4.705)
Br (1.867, -11.162, -2.702)
Br (-2.438, 4.760, 3.549)
Br (-3.740, -1.483, 3.920)
Br (-3.269, -4.825, -2.041)
Br (-3.701, 0.015, -7.530)
Cl (2.804, -0.408, 3.024)
S (2.328, 2.335, -1.954)
F (-2.353, 1.297, -2.313)
F (0.285, 1.458, -3.360)
F (-0.863, 2.837, -0.505)
F (-2.321, 0.823, -0.253)
F (0.368, 1.124, -0.096)
F (0.116, 3.409, -2.587)
F (0.112, -0.816, -1.923)
F (4.208, 1.287, -3.302)
F (-1.911, -1.114, -2.668)
F (-1.458, -1.378, -0.567)
O (3.827, -1.646, -4.429)
O (2.630, 2.716, -0.587)
O (2.779, 3.370, -2.887)
O (4.260, -1.228, -2.202)
O (2.594, -0.146, -3.134)
C (-0.354, 1.731, -1.042)
C (-1.408, -5.012, -2.503)
C (0.508, 2.189, -2.276)
C (-0.143, 3.971, -7.854)
C (5.544, 0.398, -1.128)
C (-1.181, -0.684, -1.645)
C (-5.682, 6.007, 1.588)
C (4.293, -0.890, 2.142)
C (4.014, -1.458, 0.762)
C (-1.568, 0.817, -1.360)
C (-3.183, -8.827, -0.170)
C (-4.387, -1.461, 5.733)
C (-0.724, -4.785, 10.553)
C (4.087, -0.009, -1.379)
C (3.225, -0.547, -0.209)
C (0.300, -2.801, 6.149)
C (3.564, 3.253, 5.451)
C (2.175, -9.408, -1.971)
C (3.263, 0.799, -2.422)
C (5.535, 2.195, 0.662)
C (-3.498, 1.401, -6.210)
C (-3.343, 3.099, 3.891)
C (4.084, 6.431, -0.651)
C (3.624, -1.117, -3.371)
C (-9.213, 3.982, 4.943)
C (5.780, 1.868, -0.794)
C (-2.483, -0.476, -11.603)
H (6.064, 0.205, -2.059)
H (4.600, 1.767, 1.015)
H (0.207, 4.904, -8.269)
H (4.937, -1.803, 0.305)
H (5.032, -0.101, 2.153)
H (-3.524, 2.636, 2.933)
H (-1.038, -5.475, 9.784)
H (1.322, -8.800, -2.235)
H (-0.424, -2.423, 6.856)
H (-3.540, -1.255, 6.371)
H (-5.965, 5.356, 2.406)
H (-2.891, -7.877, -0.593)
H (5.180, 2.530, -1.394)
H (6.012, -0.236, -0.385)
H (6.343, 1.806, 1.277)
H (4.702, -1.698, 2.739)
H (3.413, -2.350, 0.918)
H (-3.007, -1.173, -10.964)
H (-3.398, 2.339, -6.741)
H (4.260, 3.378, 6.267)
H (-1.368, -5.405, -3.508)
H (2.455, -1.162, -0.660)
H (3.304, 7.101, -0.985)
H (5.487, 3.273, 0.800)
H (-9.392, 3.519, 3.984)
H (2.821, 0.297, 0.346)



# 5
DFT (ωB97M-V/def2-TZVPD) results for C27H26CoN5O5SSe as an isolated structure.

Values from the calculation:
Expectation value of S² = 0.7576
Relative energy (zero: lowest compared OMol25 entry of this formula, charge and spin) = 0.0 kJ/mol
Multiplicity = 2
Maximum force = 0.982 eV Å⁻¹
HOMO (alpha / beta) = -3.628 / -3.711 eV
Total energy = -159923.14055 eV
Total charge = -1
HOMO-LUMO gap (alpha / beta) = 4.839 / 4.921 eV

Geometry (Å):
Se (-1.001, -1.245, -1.752)
Co (-0.073, 0.106, 1.062)
S (1.459, -4.744, 6.553)
O (-1.801, -0.513, 1.548)
O (2.141, 2.323, -1.282)
O (-3.933, 0.187, 1.569)
O (1.233, 2.960, 2.402)
O (1.517, 0.867, 0.308)
N (-0.962, 1.778, 0.394)
N (0.919, -3.228, 6.697)
N (0.779, -1.586, 1.470)
N (0.114, 0.207, 3.375)
N (1.635, -4.827, 4.950)
C (-3.009, 0.056, -3.907)
C (1.691, -4.132, 2.047)
C (-0.561, -0.496, -3.462)
C (0.073, -0.437, 6.082)
C (-1.557, 0.020, -4.310)
C (-0.199, 2.051, -0.847)
C (0.449, -1.382, 5.128)
C (-0.233, 1.092, 4.290)
C (1.289, 1.761, -0.623)
C (1.085, 0.072, -5.155)
C (1.274, -3.273, 3.068)
C (-0.279, 0.816, 5.656)
C (1.275, -3.654, 4.471)
C (-2.772, 0.269, 1.201)
C (0.460, 1.089, -7.377)
C (1.906, -0.938, -3.030)
C (0.104, 0.561, -6.009)
C (0.864, -2.733, 5.477)
C (0.782, -0.442, -3.898)
C (0.442, -1.025, 3.782)
C (-0.987, 2.980, 1.262)
C (1.671, -3.679, 0.757)
C (0.837, -1.997, 2.742)
C (0.336, 3.674, 1.578)
C (-2.367, 1.340, 0.183)
C (-1.206, 0.532, -5.561)
C (1.205, -2.389, 0.503)
H (-0.471, 2.082, 3.934)
H (-3.058, 2.183, 0.234)
H (2.126, 0.103, -5.471)
H (-0.401, 1.563, -7.851)
H (-0.577, 1.588, 6.351)
H (2.872, -0.637, -3.442)
H (-1.608, 3.733, 0.758)
H (-0.336, 3.077, -1.196)
H (0.076, -0.711, 7.129)
H (-1.504, 2.708, 2.184)
H (-0.539, 1.357, -1.616)
H (1.879, -2.030, -2.951)
H (0.800, 0.284, -8.035)
H (-1.993, 0.920, -6.205)
H (1.983, -4.300, -0.071)
H (-3.238, 0.981, -3.367)
H (1.821, -0.542, -2.017)
H (0.821, 4.000, 0.655)
H (0.072, 4.578, 2.130)
H (2.023, -5.131, 2.301)
H (1.265, 1.826, -7.323)
H (-3.655, 0.019, -4.789)
H (1.619, 2.243, 1.865)
H (1.113, -2.002, -0.508)
H (-2.438, 0.859, -0.794)
H (-3.252, -0.773, -3.245)



# 6
DFT (ωB97M-V/def2-TZVPD) results for C27H26N3O3S4V as an isolated structure.

Values from the calculation:
Expectation value of S² = 0.9539
Multiplicity = 2
Maximum force = 0.693 eV Å⁻¹
HOMO (alpha / beta) = -10.619 / -10.807 eV
Total energy = -108061.90725 eV
Total charge = +1
HOMO-LUMO gap (alpha / beta) = 5.670 / 7.367 eV

Geometry (Å):
V (-1.148, -0.510, 0.162)
S (-1.305, -1.292, 2.386)
S (-2.311, 1.439, 1.094)
S (0.720, -2.016, -0.040)
S (-2.212, -2.362, -0.518)
O (-0.679, 1.639, -5.331)
O (1.908, 0.348, -1.562)
O (-2.500, 0.159, -1.446)
N (0.529, 0.645, 1.081)
N (-1.618, 0.873, -3.435)
N (-0.341, 0.434, -1.490)
C (1.831, -1.418, 1.256)
C (0.741, -4.506, 1.224)
C (2.524, 2.137, 2.270)
C (0.869, 1.024, -3.606)
C (0.090, -5.678, 1.577)
C (-2.162, 1.302, 2.850)
C (0.868, 0.566, -2.148)
C (2.695, 0.784, 2.052)
C (-2.393, 2.268, 5.030)
C (-1.334, -3.670, 0.283)
C (-1.528, 0.028, 4.769)
C (-1.509, 0.495, -2.148)
C (-1.883, 1.093, 5.576)
C (0.369, 1.963, 1.271)
C (-0.919, 2.560, 0.780)
C (-0.511, 1.237, -4.214)
C (1.341, 2.739, 1.873)
C (-1.666, 0.115, 3.381)
C (-2.541, 2.369, 3.658)
C (1.571, -0.070, -4.441)
C (1.064, 3.458, -2.841)
C (-1.255, -5.854, 1.271)
C (-1.967, -4.863, 0.615)
C (0.861, -1.414, -4.409)
C (1.672, 0.065, 1.456)
C (1.650, 2.347, -3.696)
C (0.017, -3.511, 0.588)
H (-0.135, -1.365, -4.853)
H (3.608, 0.282, 2.338)
H (-2.951, 3.267, 3.214)
H (2.583, -0.160, -4.043)
H (-0.890, 2.723, -0.300)
H (1.424, -2.158, -4.971)
H (1.646, 0.304, -5.463)
H (2.676, 2.132, -3.395)
H (3.305, 2.719, 2.740)
H (-1.148, -0.885, 5.208)
H (-1.752, -6.775, 1.545)
H (0.759, -1.796, -3.388)
H (-2.537, 0.922, -3.858)
H (-1.768, 1.003, 6.648)
H (1.079, 3.198, -1.778)
H (1.640, 4.376, -2.952)
H (1.584, -1.948, 2.178)
H (2.856, -1.645, 0.965)
H (-1.122, 3.514, 1.264)
H (0.035, 3.691, -3.126)
H (1.795, -4.382, 1.435)
H (-3.014, -5.000, 0.380)
H (0.637, -6.462, 2.080)
H (1.664, 2.639, -4.746)
H (1.168, 3.795, 2.027)
H (-2.679, 3.089, 5.671)



Question: Which value of maximum force does entry 4 give?
Answer: 7.673 eV Å⁻¹



Question: Which of these has the lowest maximum force?
Answer: C27H26N3O3S4V